# 1
# C2H3Cl3

A single C2H3Cl3 molecule at a distorted geometry (the ωB97M-V functional and the def2-TZVPD basis, the Open Molecules 2025 dataset).

Calculated values
SMILES string: CC(Cl)(Cl)Cl
Lowest unoccupied orbital energy: 0.60 eV
E_HOMO: -11.03 eV
Frontier orbital gap: 11.63 eV

ORCA input file:
```
! RIJCOSX wB97M-V def2-TZVPD def2/J DEFGRID3
* xyz 0 1
Cl -0.6779 0.2260 -2.0204
Cl 1.9558 0.4011 -0.7229
Cl -0.1469 2.0673 0.2772
C 0.1889 0.4562 -0.4239
C -0.2465 -0.6203 0.5536
H 0.1302 -0.3585 1.5255
H 0.1488 -1.5912 0.2210
H -1.3524 -0.5806 0.5899
*
```



# 2
# C2H3ClF2O

2 unconnected molecules or ions with the total composition C2H3ClF2O at a distorted geometry (the ωB97M-V functional and the def2-TZVPD basis, the Open Molecules 2025 dataset).

Calculated values
Lowest unoccupied orbital energy: -0.72 eV
E_HOMO: -10.20 eV
Frontier orbital gap: 9.48 eV

ORCA input file:
```
! RIJCOSX wB97M-V def2-TZVPD def2/J DEFGRID3
* xyz 0 1
Cl -4.2167 -0.2730 -0.9031
F -3.4238 0.6074 1.2490
F -0.2813 0.0691 -1.0793
O -0.3681 0.9881 1.0081
C -3.0697 -0.1376 0.2415
C 0.1266 1.1604 -0.2683
H -1.2229 0.6468 0.9073
H -0.2737 1.9467 -0.8309
H 1.2237 1.1479 -0.1565
*
```



# 3
# C2H3ClF2S

2 unconnected molecules or ions with the total composition C2H3ClF2S at a distorted geometry (the ωB97M-V functional and the def2-TZVPD basis, the Open Molecules 2025 dataset).

Calculated values
SMILES string: F[C@@]1(Cl)CS1.F
Lowest unoccupied orbital energy: 0.56 eV
E_HOMO: -9.59 eV
Frontier orbital gap: 10.14 eV

ORCA input file:
```
! RIJCOSX wB97M-V def2-TZVPD def2/J DEFGRID3
* xyz 0 1
Cl -0.7087 -2.1151 0.5950
S -0.9825 0.7179 -0.5506
F 1.2714 -0.8353 -0.4044
F -2.0022 -1.7502 -2.4731
C -0.0294 -0.6035 0.1896
C -0.1431 0.6278 1.0176
H 0.6245 1.3113 1.1357
H -0.6212 0.3412 1.9226
H -2.2375 -2.6268 -2.1934
*
```



# 4
# C2H3ClFI

2 unconnected molecules or ions with the total composition C2H3ClFI at a distorted geometry (the ωB97M-V functional and the def2-TZVPD basis, the Open Molecules 2025 dataset).

Calculated values
SMILES string: C=C(F)I.Cl
Lowest unoccupied orbital energy: 0.44 eV
E_HOMO: -9.48 eV
Frontier orbital gap: 9.92 eV

ORCA input file:
```
! RIJCOSX wB97M-V def2-TZVPD def2/J DEFGRID3
* xyz 0 1
I 2.3272 -0.4388 -0.8826
Cl -1.1933 -2.0657 -1.2067
F 0.7188 -0.7176 1.4404
C 0.0622 1.2060 0.2582
C 0.8670 0.2344 0.4876
H 0.0114 1.7282 -0.6311
H -2.2039 -1.6604 -0.6045
H -0.5895 1.7138 1.1386
*
```



# 5
# C2H3ClN

2 unconnected molecules or ions with the total composition C2H3ClN at a distorted geometry (the ωB97M-V functional and the def2-TZVPD basis, the Open Molecules 2025 dataset).

Calculated values
Lowest unoccupied orbital energy (spin up / spin down): -6.75 / -6.77 eV
E_HOMO (spin up / spin down): -11.96 / -11.96 eV
Frontier orbital gap (spin up / spin down): 5.22 / 5.19 eV

ORCA input file:
```
! RIJCOSX wB97M-V def2-TZVPD def2/J DEFGRID3
* xyz 1 1
Cl 3.5067 0.1265 0.0114
N -1.1566 -0.0988 0.0034
C -0.3652 -1.2982 0.0692
C 2.0728 0.6706 -0.0248
H -1.5262 0.0232 -0.9558
H -0.5761 0.7285 0.2376
H -1.9553 -0.1517 0.6590
*
```



# 6
# C2H3ClN2

A single C2H3ClN2 molecule at a distorted geometry (the ωB97M-V functional and the def2-TZVPD basis, the Open Molecules 2025 dataset).

Calculated values
SMILES string: CC1=NN1Cl
Lowest unoccupied orbital energy: 0.78 eV
E_HOMO: -9.98 eV
Frontier orbital gap: 10.77 eV

ORCA input file:
```
! RIJCOSX wB97M-V def2-TZVPD def2/J DEFGRID3
* xyz 0 1
Cl 0.2741 -1.5081 2.2071
N 1.6228 0.2328 0.6604
N 0.4838 0.1425 1.6507
C -0.5510 0.2208 -0.9943
C 0.4625 0.2255 0.1918
H -0.5349 -0.7390 -1.4404
H -0.3391 1.0509 -1.7456
H -1.4181 0.3746 -0.5297
*
```



# 7
# C2H3ClN2O

2 unconnected molecules or ions with the total composition C2H3ClN2O at a distorted geometry (the ωB97M-V functional and the def2-TZVPD basis, the Open Molecules 2025 dataset).

Calculated values
SMILES string: C=NN=C=O.Cl
Lowest unoccupied orbital energy: 0.56 eV
E_HOMO: -10.16 eV
Frontier orbital gap: 10.71 eV

ORCA input file:
```
! RIJCOSX wB97M-V def2-TZVPD def2/J DEFGRID3
* xyz 0 1
Cl -3.2188 -0.8056 0.0803
O -1.1591 2.0700 0.0181
N -0.1124 0.0296 -0.1813
N 0.9939 -0.6933 -0.1522
C 2.0619 -0.1265 0.1958
C -0.4766 1.1555 -0.0754
H -3.0265 -1.8103 -0.7655
H 2.8862 -0.6887 0.3539
H 2.0514 0.8692 0.5263
*
```



# 8
# C2H3ClN2O3S

A single C2H3ClN2O3S molecule at a distorted geometry (the ωB97M-V functional and the def2-TZVPD basis, the Open Molecules 2025 dataset).

Calculated values
SMILES string: O=S(=O)(Cl)N1N=CCO1
Lowest unoccupied orbital energy: -0.01 eV
E_HOMO: -10.20 eV
Frontier orbital gap: 10.19 eV

ORCA input file:
```
! RIJCOSX wB97M-V def2-TZVPD def2/J DEFGRID3
* xyz 0 1
Cl -0.0716 0.1145 -3.0160
S -0.1836 1.1601 -1.2263
O -1.4694 0.6963 -0.6996
O 0.0732 2.5293 -1.4928
O 0.6132 0.7609 0.9048
N 0.8418 -0.9497 -0.4892
N 1.0631 0.3335 -0.3917
C -0.0725 -0.3463 1.4514
C 0.1606 -1.3903 0.4365
H -0.1026 -2.4250 0.5953
H 0.3046 -0.5249 2.3472
H -1.1568 0.0417 1.5802
*
```



# 9
# C2H3ClN2O4

A single C2H3ClN2O4 molecule at a distorted geometry (the ωB97M-V functional and the def2-TZVPD basis, the Open Molecules 2025 dataset).

Calculated values
Lowest unoccupied orbital energy (spin up / spin down): -0.03 / -4.29 eV
E_HOMO (spin up / spin down): -8.93 / -11.40 eV
Frontier orbital gap (spin up / spin down): 8.91 / 7.11 eV

ORCA input file:
```
! RIJCOSX wB97M-V def2-TZVPD def2/J DEFGRID3
* xyz 0 3
Cl -2.2155 0.4657 -1.7738
O -1.2964 2.0720 1.0646
O -3.0724 -1.6976 -0.1890
O -3.2784 1.1910 0.9709
O -1.4123 -1.8313 1.1794
N -2.1126 1.1959 0.7532
N -2.0672 -1.3352 0.3547
C -0.0297 0.0359 0.0640
C -1.5088 0.0942 -0.1009
H -0.0958 0.3361 1.1184
H 0.4664 0.8392 -0.5532
H 0.5738 -0.8283 -0.0911
*
```



# 10
# C2H3ClN4

A single C2H3ClN4 molecule at a distorted geometry (the ωB97M-V functional and the def2-TZVPD basis, the Open Molecules 2025 dataset).

Calculated values
Lowest unoccupied orbital energy: 0.25 eV
E_HOMO: -7.89 eV
Frontier orbital gap: 8.14 eV

ORCA input file:
```
! RIJCOSX wB97M-V def2-TZVPD def2/J DEFGRID3
* xyz 0 1
Cl -3.6353 0.1460 -0.4127
N 0.4294 0.4432 -0.0143
N 1.9184 0.5534 0.0121
N -0.3354 1.3605 0.1483
N -1.2972 -1.0269 0.1138
C -2.2935 -0.3625 0.2944
C 0.0004 -0.9132 0.1010
H 0.4666 -1.8277 0.3308
H 2.5936 0.1131 -0.6140
H 2.1531 1.5140 0.0405
*
```



# 11
# C2H3ClNOP

A single C2H3ClNOP molecule at a distorted geometry (the ωB97M-V functional and the def2-TZVPD basis, the Open Molecules 2025 dataset).

Calculated values
SMILES string: C[P@](=O)(Cl)C#N
Lowest unoccupied orbital energy: -0.49 eV
E_HOMO: -11.54 eV
Frontier orbital gap: 11.05 eV

ORCA input file:
```
! RIJCOSX wB97M-V def2-TZVPD def2/J DEFGRID3
* xyz 0 1
Cl -2.9482 1.5902 0.1349
P -1.7731 -0.2473 -0.4943
O -2.1379 -0.5599 -1.8610
N -3.1066 -2.0883 1.3363
C -2.4947 -1.3951 0.6732
C -0.0316 -0.0680 -0.1801
H 0.4107 -1.1067 -0.1181
H 0.3075 0.4703 -1.0202
H 0.2901 0.4313 0.8569
*
```



# 12
# C2H3ClO2

2 unconnected molecules or ions with the total composition C2H3ClO2 at a distorted geometry (the ωB97M-V functional and the def2-TZVPD basis, the Open Molecules 2025 dataset).

Calculated values
Lowest unoccupied orbital energy (spin up / spin down): -0.14 / -0.39 eV
E_HOMO (spin up / spin down): -9.88 / -8.51 eV
Frontier orbital gap (spin up / spin down): 9.74 / 8.12 eV

ORCA input file:
```
! RIJCOSX wB97M-V def2-TZVPD def2/J DEFGRID3
* xyz 0 1
Cl -2.8963 -1.2175 0.9726
O -0.5390 1.4746 -0.8808
O -1.8543 1.1766 -0.5578
C -1.4301 -0.8536 0.4074
C -0.1647 -1.0710 0.1960
H 0.3523 -1.7750 0.7798
H 0.5394 -0.3604 -0.2344
H -0.1344 1.8170 -0.1068
*
```



# 13
# C2H3ClO2S

A single C2H3ClO2S molecule at a distorted geometry (the ωB97M-V functional and the def2-TZVPD basis, the Open Molecules 2025 dataset).

Calculated values
Lowest unoccupied orbital energy: 0.49 eV
E_HOMO: -9.07 eV
Frontier orbital gap: 9.56 eV

ORCA input file:
```
! RIJCOSX wB97M-V def2-TZVPD def2/J DEFGRID3
* xyz 0 1
Cl 2.2266 0.0695 -1.1445
S 0.0602 -0.4955 1.3251
O -0.3757 -0.7769 -1.2088
O -1.2413 -1.2681 1.4002
C -0.2176 1.1574 0.4593
C 0.5964 -0.1552 -0.5169
H -0.3291 -1.7323 -1.0029
H 0.4906 1.9555 0.6357
H -1.2100 1.2457 0.0527
*
```



# 14
# C2H3ClO2S

A single C2H3ClO2S molecule at a distorted geometry (the ωB97M-V functional and the def2-TZVPD basis, the Open Molecules 2025 dataset).

Calculated values
Lowest unoccupied orbital energy (spin up / spin down): 0.56 / -2.27 eV
E_HOMO (spin up / spin down): -6.63 / -10.68 eV
Frontier orbital gap (spin up / spin down): 7.19 / 8.41 eV

ORCA input file:
```
! RIJCOSX wB97M-V def2-TZVPD def2/J DEFGRID3
* xyz 0 3
Cl -1.0747 -1.0728 1.7623
S -0.3706 0.4802 -1.8485
O -0.2958 1.8661 -2.2972
O 0.4278 1.3780 0.4961
C 0.0589 -1.0340 0.3421
C 0.0735 0.3229 -0.2508
H 0.4408 1.1513 1.4378
H -0.2929 -1.7658 -0.3816
H 1.0330 -1.3258 0.7398
*
```



# 15
# C2H3ClO3

2 unconnected molecules or ions with the total composition C2H3ClO3 at a distorted geometry (the ωB97M-V functional and the def2-TZVPD basis, the Open Molecules 2025 dataset).

Calculated values
SMILES string: O=CCl.O=CO
Lowest unoccupied orbital energy: 0.50 eV
E_HOMO: -11.08 eV
Frontier orbital gap: 11.58 eV

ORCA input file:
```
! RIJCOSX wB97M-V def2-TZVPD def2/J DEFGRID3
* xyz 0 1
Cl 3.3446 0.2149 -0.2750
O -1.4873 -0.9230 -0.1016
O 1.2617 -1.0632 0.4695
O -0.9644 1.2257 0.4564
C 1.6918 -0.0320 0.0282
C -1.6759 0.3971 -0.0210
H -0.7642 -1.3537 0.3571
H 1.0858 0.9186 -0.3423
H -2.4919 0.6156 -0.5713
*
```



# 16
# C2H3ClO6S3

A molecular structure, C2H3ClO6S3 at a distorted geometry (the ωB97M-V functional and the def2-TZVPD basis, the Open Molecules 2025 dataset).

Calculated values
Lowest unoccupied orbital energy: -0.70 eV
E_HOMO: -10.16 eV
Frontier orbital gap: 9.46 eV

ORCA input file:
```
! RIJCOSX wB97M-V def2-TZVPD def2/J DEFGRID3
* xyz 0 1
Cl -0.2210 -1.7410 2.1358
S 1.4503 2.3608 0.6735
S -0.7778 -1.0826 -0.6910
S 1.5610 -0.9149 0.0249
O 0.1857 2.3321 1.3273
O 1.9057 0.2649 0.9085
O 2.6526 -1.6455 -0.4586
O 1.3127 2.2325 -0.7617
O 0.5426 -0.5162 -1.3101
O -1.5702 -1.6783 -1.7000
C 0.1843 -1.9985 0.4204
C -1.6557 0.3705 -0.1846
H -2.3265 0.7370 -1.0275
H -0.8485 1.2068 -0.0166
H -2.3952 0.0725 0.6596
*
```



# 17
# C2H3ClOS

A single C2H3ClOS molecule at a distorted geometry (the ωB97M-V functional and the def2-TZVPD basis, the Open Molecules 2025 dataset).

Calculated values
SMILES string: OC(=S)CCl
Lowest unoccupied orbital energy: -0.06 eV
E_HOMO: -9.07 eV
Frontier orbital gap: 9.01 eV

ORCA input file:
```
! RIJCOSX wB97M-V def2-TZVPD def2/J DEFGRID3
* xyz 0 1
Cl -1.7759 -0.3786 -0.3156
S 1.5376 -0.9283 0.0270
O 0.9029 1.5671 -0.3949
C -0.7817 0.5166 0.8565
C 0.5326 0.4143 0.1528
H -1.1565 1.5152 0.9358
H 1.8074 1.6339 -0.7140
H -0.7914 0.0186 1.8154
*
```



# 18
# C2H3ClSi

A single C2H3ClSi molecule at a distorted geometry (the ωB97M-V functional and the def2-TZVPD basis, the Open Molecules 2025 dataset).

Calculated values
SMILES string: C#C[SiH2]Cl
Lowest unoccupied orbital energy: 0.75 eV
E_HOMO: -10.68 eV
Frontier orbital gap: 11.43 eV

ORCA input file:
```
! RIJCOSX wB97M-V def2-TZVPD def2/J DEFGRID3
* xyz 0 1
Cl 0.0441 -2.6508 0.2278
Si -0.0289 -0.8136 -0.6295
C -0.0832 0.5644 0.6085
C -0.0005 1.6791 1.1407
H -1.1141 -0.7954 -1.4294
H 0.1455 2.5897 1.6038
H 1.0372 -0.5734 -1.5220
*
```



# 19
# C2H3ClSi

2 unconnected molecules or ions with the total composition C2H3ClSi at a distorted geometry (the ωB97M-V functional and the def2-TZVPD basis, the Open Molecules 2025 dataset).

Calculated values
Lowest unoccupied orbital energy: -1.01 eV
E_HOMO: -9.07 eV
Frontier orbital gap: 8.06 eV

ORCA input file:
```
! RIJCOSX wB97M-V def2-TZVPD def2/J DEFGRID3
* xyz 0 1
Cl 2.6022 1.0408 0.3986
Si 2.6291 -0.1723 -1.3482
C -2.2984 -0.4109 0.2986
C -1.7965 0.6703 0.4596
H -2.7676 -1.3022 0.2052
H 3.0572 -1.4005 -0.7412
H -1.4259 1.5749 0.7275
*
```



# 20
# C2H3ClSi

A single C2H3ClSi molecule at a distorted geometry (the ωB97M-V functional and the def2-TZVPD basis, the Open Molecules 2025 dataset).

Calculated values
SMILES string: ClC1=C[SiH2]1
Lowest unoccupied orbital energy: 0.48 eV
E_HOMO: -9.46 eV
Frontier orbital gap: 9.94 eV

ORCA input file:
```
! RIJCOSX wB97M-V def2-TZVPD def2/J DEFGRID3
* xyz 0 1
Cl 3.4874 -0.1411 -0.0713
Si -0.0265 -0.5735 0.0021
C 1.7692 0.1404 0.1235
C 0.7584 1.1247 0.0635
H -0.2630 -1.0014 -1.3180
H 0.5392 2.0954 -0.2415
H -0.8172 -1.2578 1.0526
*
```



| no. | molecular weight (g mol⁻¹) |
| --- | --- |
| 1 | 133.41 |
| 2 | 116.49 |
| 3 | 132.56 |
| 4 | 208.40 |
| 5 | 76.51 |
| 6 | 90.51 |
| 7 | 106.51 |
| 8 | 170.58 |
| 9 | 154.51 |
| 10 | 118.53 |
| 11 | 123.48 |
| 12 | 94.50 |
| 13 | 126.56 |
| 14 | 126.56 |
| 15 | 110.50 |
| 16 | 254.69 |
| 17 | 110.57 |
| 18 | 90.58 |
| 19 | 90.58 |
| 20 | 90.58 |